DFT (ωB97M-V/def2-TZVPD) results for a molecular structure, C25H52Cl21N4O3P2 in a non-equilibrium geometry.

XYZ file:
```
107
C25H52Cl21N4O3P2 (ωB97M-V/def2-TZVPD)
C -5.93533 4.63473 -2.78233
C -5.24228 3.96749 -1.47425
O -4.25160 3.01020 -2.01020
P -3.38430 2.28137 -0.74586
O -2.72073 3.41706 0.08603
C -1.98383 1.25994 -1.53298
C -0.92194 0.92081 -0.35464
C 0.51964 1.62543 -0.64261
N 1.51081 0.92723 0.22258
C 1.31107 1.14054 1.65138
N 0.32838 1.94159 2.38854
C 2.44735 0.25259 2.20126
N 2.59812 0.13157 3.66582
N 3.28294 -0.39617 1.15693
C 4.44927 -1.31831 1.23136
C 5.23663 -1.32097 2.62488
C 6.57879 -2.17839 2.42025
Cl 5.75843 0.41881 3.02757
C 2.62958 0.06225 -0.06740
P 2.96086 -0.28829 -1.88651
C 3.15083 1.29692 -2.91640
C 4.55172 -1.26057 -2.17903
O -4.33174 1.38439 0.34815
C -4.89853 0.18560 -0.25892
C -6.22060 0.47924 -1.15676
H -5.10175 5.03929 -3.47062
H -6.47503 3.77726 -3.31676
H -6.62997 5.44614 -2.38940
H -4.78050 4.75576 -0.78937
H -5.98963 3.34722 -0.85267
H -2.40763 0.25748 -1.90084
H -1.51134 1.79219 -2.42947
H -1.39918 1.28789 0.61772
H -0.75244 -0.21386 -0.29114
H 0.52480 2.73521 -0.31299
H 0.69488 1.52611 -1.76367
H 0.25795 2.84559 1.88488
H 0.80734 2.18871 3.28228
H 2.70970 -0.86008 3.95952
H 1.66090 0.38741 4.05914
H 5.20518 -0.94983 0.43904
H 4.08871 -2.38793 1.04380
H 4.63520 -1.80328 3.48412
H 7.27031 -2.17424 3.32890
H 6.29250 -3.25905 2.11999
H 7.13560 -1.72777 1.51399
H 3.01030 2.26565 -2.32642
H 2.28677 1.27518 -3.68826
H 4.11519 1.25944 -3.53508
H 5.40523 -0.67073 -1.66399
H 4.56644 -2.31805 -1.75369
H 4.83275 -1.25977 -3.30801
H -4.14261 -0.45626 -0.82877
H -5.27009 -0.47174 0.61781
H -7.06517 0.93814 -0.54273
H -5.98332 1.09479 -2.10011
H -6.57563 -0.55240 -1.51683
C -9.73174 5.01207 -2.03691
Cl -8.86817 5.22948 -3.56567
Cl -8.67658 4.33634 -0.78890
H -10.10210 5.97912 -1.69998
H -10.56758 4.33281 -2.19733
C 3.71290 -4.17725 -5.15455
Cl 3.71368 -2.40930 -5.23892
Cl 4.11284 -4.73976 -3.52667
H 2.72343 -4.54322 -5.42242
H 4.45150 -4.56469 -5.85463
C 8.00972 -2.10831 6.38577
Cl 7.10477 -0.91406 5.44524
Cl 9.15720 -2.98723 5.36784
H 8.55755 -1.59567 7.17511
H 7.30959 -2.81818 6.82389
C 2.37011 -2.28757 -8.47535
Cl 2.23670 -1.93158 -10.20096
Cl 2.35871 -4.03111 -8.17917
H 3.30326 -1.87141 -8.09921
H 1.52762 -1.83491 -7.95436
C 0.23898 0.88596 7.01024
Cl 0.11306 1.19633 5.27228
Cl 0.25187 -0.84834 7.34814
H 1.16303 1.32603 7.38251
H -0.61429 1.33923 7.51291
C 0.73119 -3.16169 1.74093
Cl 1.75628 -1.73829 2.03338
Cl 0.05210 -3.12641 0.10975
H 1.33337 -4.06313 1.85504
H -0.08399 -3.16973 2.46450
C 2.89874 -7.97133 -8.99930
Cl 1.28487 -8.54558 -8.56577
Cl 3.72187 -7.26350 -7.60331
H 3.48625 -8.81100 -9.36758
H 2.80804 -7.21461 -9.77738
C -2.77320 -2.06976 6.12709
Cl -4.01312 -2.08523 7.38651
Cl -2.84348 -3.53661 5.14134
H -2.93164 -1.20469 5.48521
H -1.79261 -2.00622 6.59692
C -3.83936 5.65494 2.18350
Cl -5.51043 6.10435 2.54511
Cl -2.78522 5.93400 3.57692
H -3.80600 4.59866 1.91983
H -3.48494 6.25458 1.34656
C -3.44723 1.17693 3.04706
Cl -3.91964 1.93678 4.56961
Cl -2.08855 0.06868 3.27581
H -4.29467 0.62049 2.65061
H -3.15370 1.95410 2.34149
```

Spin multiplicity = 1
HOMO energy = -10.11 eV
E_LUMO = -2.59 eV
Net charge = +1

DFT (ωB97M-V/def2-TZVPD) results for a molecular structure, C30H38K2N8O4S in a non-equilibrium geometry.

XYZ file:
```
83
C30H38K2N8O4S (ωB97M-V/def2-TZVPD)
K 9.99736 -34.05090 -0.32409
K 7.36135 -33.93270 -6.34537
S 8.73882 -33.49977 -3.50276
O 9.64150 -34.42239 -2.83163
O 7.40889 -34.08602 -3.65857
O 8.55657 -32.37580 -2.58989
O 9.23043 -33.08677 -4.79438
C 10.59996 -37.04236 -4.36627
C 10.05591 -36.53040 -5.63669
N 9.60243 -36.17909 -6.62975
H 10.10737 -36.68570 -3.46171
H 11.63469 -36.72640 -4.23354
H 10.53090 -38.12845 -4.30512
N 8.83616 -30.83472 -0.54073
C 7.93369 -31.18184 0.46616
C 8.06457 -30.18391 1.43802
C 9.09404 -29.31477 1.09391
C 9.49307 -29.69517 -0.18755
H 8.91506 -31.29945 -1.43398
H 7.20846 -31.97224 0.34077
H 7.44508 -29.98208 2.29937
H 9.53028 -28.49898 1.65121
H 10.26143 -29.18611 -0.75046
N 9.39051 -30.34646 -4.59945
C 9.81580 -29.29242 -3.84458
C 9.74166 -28.11863 -4.64898
C 9.57933 -28.53617 -5.97584
C 9.23071 -29.83716 -5.86598
H 9.12791 -31.26354 -4.26764
H 10.02979 -29.42116 -2.79386
H 9.77385 -27.11467 -4.25216
H 9.47933 -27.87465 -6.82366
H 8.80502 -30.45112 -6.64587
N 5.35501 -35.33018 0.03395
C 5.11138 -35.83062 1.26746
C 6.05699 -35.27910 2.04697
C 6.93460 -34.51042 1.32022
C 6.45736 -34.51233 -0.00129
H 4.83155 -35.58619 -0.79100
H 4.25577 -36.46648 1.44075
H 6.12594 -35.58846 3.07940
H 7.74405 -33.91175 1.71111
H 6.72306 -34.21949 -1.00630
N 4.67710 -34.70300 -3.19499
C 4.12529 -35.80481 -2.77802
C 2.78900 -35.53395 -2.53290
C 2.52539 -34.23394 -2.97218
C 3.73506 -33.76598 -3.41564
H 5.65044 -34.48686 -3.35617
H 4.64876 -36.74458 -2.68205
H 2.03741 -36.23307 -2.19713
H 1.56452 -33.74371 -2.91916
H 4.14549 -32.79160 -3.63598
N 6.11310 -31.10341 -2.34144
C 5.08960 -31.14967 -1.46432
C 3.98264 -30.52952 -2.02218
C 4.38865 -29.95359 -3.21927
C 5.68131 -30.42142 -3.43333
H 6.96950 -31.63877 -2.33286
H 5.17748 -31.74175 -0.56536
H 3.02305 -30.33943 -1.56452
H 3.79752 -29.35643 -3.89777
H 6.39288 -30.28933 -4.23497
N 11.61723 -32.58014 -5.92519
C 12.33144 -31.44790 -6.07330
C 13.56908 -31.77136 -6.55868
C 13.63267 -33.17387 -6.58316
C 12.42338 -33.63121 -6.20644
H 10.65147 -32.65768 -5.63987
H 11.90419 -30.48230 -5.84646
H 14.38242 -31.12157 -6.84614
H 14.44620 -33.78641 -6.94284
H 12.07306 -34.65066 -6.14004
N 7.71855 -36.82543 -2.87396
C 7.93047 -37.28998 -1.59951
C 8.03343 -38.67753 -1.64560
C 7.88941 -39.04829 -3.01018
C 7.61796 -37.90980 -3.70200
H 7.69986 -35.87908 -3.22635
H 8.02575 -36.53533 -0.83281
H 8.24159 -39.38684 -0.85824
H 7.93797 -40.05190 -3.40619
H 7.41915 -37.62292 -4.72404
```

Spin multiplicity = 1
HOMO energy = -7.57 eV
E_LUMO = -0.69 eV
Net charge = 0

DFT (ωB97M-V/def2-TZVPD) results for a molecular structure, C31H33AsCl2N5O5SbSe4Ti in a non-equilibrium geometry.

XYZ file:
```
83
C31H33AsCl2N5O5SbSe4Ti (ωB97M-V/def2-TZVPD)
Ti -0.88551 1.13471 -0.15003
N -1.38177 1.17454 2.08489
N -0.51424 2.13284 2.65129
C 0.18314 2.92508 1.74208
O 1.20680 3.49764 2.10155
O -0.36695 2.97075 0.56825
H -2.34758 1.36668 2.35928
H -1.12470 0.23669 2.37525
H -0.00911 1.85839 3.47738
Cl 0.52547 -3.21855 -0.44737
C -1.04131 -3.20830 0.31011
C -1.54631 -4.44266 0.74555
C -2.75328 -4.51557 1.36691
Cl -3.36841 -6.08342 1.86050
C -3.49957 -3.34187 1.63120
C -4.74328 -3.32747 2.30290
C -5.35915 -2.13736 2.54865
C -4.72268 -0.94238 2.14891
N -3.58133 -0.92438 1.51074
C -2.97256 -2.09554 1.21584
C -1.73094 -2.00125 0.45381
O -1.34766 -0.88666 -0.03781
H -0.96629 -5.33855 0.57148
H -5.18599 -4.26360 2.61628
H -6.31294 -2.09170 3.05776
H -5.16120 0.02263 2.38204
O 0.94238 1.40820 -1.39177
C 1.68184 0.95735 -0.48952
N 3.03449 0.87313 -0.51124
C 3.50907 0.38477 0.77446
C 2.13364 0.08231 1.47582
O 2.05147 -0.40489 2.58164
N 1.13811 0.46904 0.64349
C 4.34248 -0.87285 0.56064
C 3.79098 -2.14127 0.69209
C 4.54601 -3.26865 0.39391
C 5.85835 -3.14157 -0.03418
C 6.41740 -1.87631 -0.16301
C 5.66352 -0.75233 0.13560
C 4.22233 1.44079 1.60417
C 4.99077 1.04246 2.69707
C 5.60340 1.98575 3.50390
C 5.44671 3.34064 3.23538
C 4.65806 3.74003 2.16963
C 4.04398 2.79452 1.35845
H 3.58813 1.41475 -1.15173
H 2.76940 -2.25600 1.02741
H 4.09755 -4.24900 0.49675
H 6.44451 -4.02263 -0.26578
H 7.44290 -1.76504 -0.49424
H 6.10612 0.23358 0.04893
H 5.09440 -0.01215 2.91730
H 6.19472 1.66349 4.35251
H 5.91664 4.07986 3.87273
H 4.48344 4.79126 1.98168
H 3.37193 3.12544 0.57830
C 0.31669 -1.16540 -3.46260
C -0.46419 0.03668 -3.96244
As -1.79098 0.80641 -2.71078
C -2.07769 2.45477 -3.75379
C -3.52742 2.84979 -4.02400
C -3.36412 -0.26264 -3.16946
C -3.14841 -1.76603 -3.03980
H 0.99083 -1.54881 -4.23497
H -0.33417 -1.98008 -3.15615
H 0.91922 -0.89919 -2.59521
H -0.99908 -0.18683 -4.89204
H 0.21649 0.86643 -4.16711
H -1.53550 2.31602 -4.69271
H -1.57071 3.23618 -3.18672
H -3.97251 2.22512 -4.80132
H -3.58007 3.88691 -4.36312
H -4.13607 2.77205 -3.12435
H -3.65602 0.00636 -4.18709
H -4.14904 0.07711 -2.49423
H -2.45866 -2.14246 -3.79759
H -4.09566 -2.29650 -3.16204
H -2.74738 -2.02896 -2.05987
Se -4.23163 2.70175 3.46134
Sb -4.94805 2.97941 1.17280
Se -7.15452 2.24386 0.40996
Se -5.75219 5.19538 0.43557
Se -3.32653 2.05732 -0.49004
```

Relative energy (zero: lowest compared OMol25 entry of this formula, charge and spin) = 12.4 kJ/mol
Spin multiplicity = 3
HOMO energy (spin up / spin down) = -2.36 / -2.43 eV
<S²> = 2.014
E_LUMO (spin up / spin down) = 3.76 / 3.60 eV
Net charge = -2

DFT (ωB97M-V/def2-TZVPD) results for C4H7NO3S in the gas phase in a non-equilibrium geometry.

XYZ file:
```
16
C4H7NO3S (ωB97M-V/def2-TZVPD)
C -1.32789 0.30806 0.17246
C -1.96267 0.77961 1.37739
C 1.25390 -1.63202 -1.22659
C 0.13852 0.72928 0.21760
N 0.70944 1.05704 -1.10555
O -1.79826 -0.24730 -0.77489
O 1.41962 2.04490 -1.10261
O 2.31809 -0.80577 1.03892
S 1.00257 -1.18688 0.53234
H -1.82396 1.82601 1.22780
H -1.47571 0.63093 2.33920
H -3.01824 0.39836 1.46064
H 1.67226 -2.63449 -1.55117
H 2.04958 -1.04602 -1.77133
H 0.38184 -1.52889 -1.81187
H 0.46090 1.30718 0.97765
```

Relative energy (zero: lowest compared OMol25 entry of this formula, charge and spin) = 415.1 kJ/mol
Spin multiplicity = 1
HOMO energy = -9.34 eV
E_LUMO = -0.81 eV
Net charge = 0